# 1
# C17H34N2O4

A cluster of 3 separate species, C17H34N2O4 in total (wB97M-V/def2-TZVPD, the Open Molecules 2025 dataset).

The geometry in XYZ format:
```
57
C17H34N2O4 (wB97M-V/def2-TZVPD)
N -3.06811 -0.62647 -3.38743
C -2.10257 -0.40834 -4.47600
C -0.81223 0.22601 -3.95846
C 0.20550 -0.76655 -3.39092
C -0.11225 -1.33644 -1.99921
C 0.59650 -0.65913 -0.81694
C -0.14697 0.54155 -0.27871
C 0.03539 1.87136 -1.05951
C 0.66402 2.80827 -0.01585
C 0.47131 4.31695 -0.12832
C 0.02026 4.86221 -1.47817
N -1.37281 4.54359 -1.81545
C 0.15084 2.16458 1.24831
O -0.29342 2.65203 2.23949
O 0.27921 0.81574 1.07570
H -4.00663 -0.71961 -3.75559
H -3.08716 0.19576 -2.79339
H -2.51846 0.23461 -5.25893
H -1.86134 -1.37936 -4.91450
H -1.08803 0.97186 -3.20323
H -0.34285 0.77754 -4.77621
H 0.25249 -1.60203 -4.09599
H 1.20596 -0.32443 -3.39218
H -1.19422 -1.32055 -1.85052
H 0.19813 -2.38269 -1.98795
H 1.59667 -0.34249 -1.13341
H 0.71858 -1.38863 -0.01613
H -1.21462 0.30013 -0.24764
H -0.95640 2.24100 -1.31623
H 0.62803 1.75770 -1.96528
H 1.73007 2.55670 0.01059
H -0.21867 4.65696 0.64676
H 1.43208 4.79064 0.09286
H 0.14010 5.94745 -1.44791
H 0.69565 4.51441 -2.26620
H -1.93740 5.37044 -1.92759
H -1.45164 3.97737 -2.64574
C 3.50564 -2.49612 4.07325
C 3.68401 -1.62124 2.86066
O 4.72773 -1.54528 2.25366
C 2.45039 -0.86037 2.43736
H 4.42889 -3.02082 4.30914
H 3.20205 -1.88603 4.92567
H 2.70583 -3.21051 3.88310
H 2.11874 -0.20491 3.24443
H 1.64203 -1.56385 2.23398
H 2.65478 -0.26697 1.55048
C -1.52995 -2.04402 3.24937
C -0.82210 -3.32217 3.62985
O 0.35026 -3.33072 3.92686
C -1.64619 -4.58659 3.61652
H -0.83624 -1.20729 3.28928
H -1.93855 -2.12952 2.24047
H -2.36366 -1.86125 3.92957
H -2.05589 -4.75455 2.61901
H -2.48490 -4.49312 4.30847
H -1.02784 -5.43282 3.90471
```

Computed properties:
- HOMO level (eV) = -9.022
- largest force on an atom (eV Å⁻¹) = 0.8
- total charge = 0
- SMILES = NCCCCC[C@@H]1C[C@@H](CCN)C(=O)O1.CC(C)=O.CC(C)=O
- Kohn-Sham gap (eV) = 9.6

Atom charges from the Mulliken analysis, given in e for atoms 1 to 2: -0.5092 -0.8004



# 2
# C5H11N2O

The ion C5H11N2O with charge -1 (wB97M-V/def2-TZVPD, the Open Molecules 2025 dataset).

The geometry in XYZ format:
```
19
C5H11N2O (wB97M-V/def2-TZVPD)
C -1.80966 0.60643 -0.01594
O -2.00554 -0.66570 -0.70967
C -0.46181 0.82496 0.72640
C 0.45241 -0.41887 0.61590
C 1.41376 -0.47766 -0.56926
C 2.75106 -0.54099 -0.69881
N 0.62265 -0.67096 -1.71972
N -0.65039 1.23935 2.16858
H -2.70815 0.54743 0.53350
H -1.83071 1.49589 -0.71876
H 0.12778 1.76232 0.25053
H 0.93515 -0.47129 1.61306
H -0.15127 -1.38507 0.51368
H 3.33462 -0.47906 -1.67226
H 3.41419 -0.72278 0.13812
H -1.08311 -0.68869 -1.22726
H 1.03014 -0.57317 -2.61385
H -1.03631 0.52314 2.56144
H 0.13161 1.37492 2.80748
```

Computed properties:
- HOMO level (eV) = -2.146
- largest force on an atom (eV Å⁻¹) = 7.2
- total charge = -1
- relative energy (zero: lowest compared OMol25 entry of this formula, charge and spin) (kJ/mol) = 158.2
- Kohn-Sham gap (eV) = 6.3

Atom charges from the Mulliken analysis, given in e for atoms 1 to 2: -0.7252 -0.5870